Molecular formula: H2
Method: DFT, ωB97M-V with the def2-TZVPD basis set

relative energy (zero: lowest compared OMol25 entry of this formula, charge and spin) = 622.3 kJ/mol
HOMO = -9.6 eV
maximum force = 0.0375 Eh/bohr
LUMO = -3.411 eV
DFT total energy = -0.9239 hartree
2S+1 = 1

Geometry (Å):
H 0.994 -0.627 0.540
H -0.994 0.627 -0.540

Population analysis type Mulliken, resulting atomic charges in e:
1. H 0.00
2. H 0.00